{
  "formula": "C5H9FO2S",
  "method": "ωB97M-V/def2-TZVPD",
  "species": ["C", "C", "C", "C", "C", "O", "O", "F", "S", "H", "H", "H", "H", "H", "H", "H", "H", "H"],
  "positions_angstrom": [[-1.5826, 1.5219, -1.2857], [1.6022, 1.3902, 0.2106], [1.3699, -1.2525, 0.6224], [-1.6137, -1.1749, 0.1550], [0.8213, 0.2057, 0.6710], [1.4012, 2.4327, 0.7185], [0.1638, -0.3759, -1.8355], [0.2008, 0.3065, 2.0787], [-0.6667, 0.2245, -0.7524], [-1.2664, 1.9672, -2.1582], [-1.6986, 2.2133, -0.4678], [2.2066, 1.2351, -0.6528], [1.8257, -1.2326, -0.3951], [0.5285, -1.9220, 0.5371], [2.0066, -1.4623, 1.3695], [-1.1858, -1.0716, 1.1112], [-2.6225, -0.8205, 0.3023], [-1.4903, -2.1848, -0.2287]],
  "forces_ev_per_a": [[0.1, -1.8, 3.3], [-1.0, -1.6, 1.2], [-2.2, 3.0, -4.6], [-0.2, 2.0, -0.4], [-1.9, -2.0, 2.4], [0.1, 2.4, 0.7], [-1.0, 0.4, 0.8], [1.3, 0.6, -3.3], [0.9, -1.8, -1.4], [1.2, 0.5, -1.9], [-0.7, 0.2, 0.4], [0.8, -0.2, -1.0], [0.2, -0.6, 0.8], [0.2, -0.3, 0.4], [2.2, -0.7, 2.6], [0.5, -0.3, 1.3], [-0.5, -0.2, -0.6], [0.0, 0.4, -0.6]],
  "nbo_charge": [-0.96, 0.34, -0.65, -0.78, 0.16, -0.46, -0.95, -0.40, 1.64, 0.25, 0.23, 0.15, 0.25, 0.23, 0.23, 0.24, 0.25, 0.26],
  "total_charge": 0,
  "smiles": "C=[S@@](C)(=O)[C@](C)(F)C=O",
  "de_lowest_kcal_mol": 42.4,
  "orbital_gap_ev": 8.23
}


{
  "formula": "C3H4N2S",
  "method": "ωB97M-V/def2-TZVPD",
  "species": ["C", "C", "C", "N", "N", "S", "H", "H", "H", "H"],
  "positions_angstrom": [[-0.5047, -0.4045, 0.6307], [3.1271, 0.0039, -0.0492], [-2.5709, 0.2099, -0.5140], [-1.5670, -0.0915, 0.1588], [2.0234, -0.3197, -0.4686], [4.6025, 0.4133, 0.1892], [-0.2538, -0.5600, 1.6748], [-3.3966, -0.2365, -0.9973], [-2.5139, 1.3287, -0.4583], [1.0539, -0.3435, -0.1661]],
  "forces_ev_per_a": [[0.8, -0.1, 0.2], [-4.0, -1.0, -1.9], [0.2, 4.7, 0.4], [0.3, -2.6, 0.5], [4.1, 0.8, 0.8], [1.3, 0.3, 0.5], [-0.6, 0.1, 0.1], [-0.2, -1.3, -0.1], [-1.2, -0.7, -0.9], [-0.7, -0.1, 0.3]],
  "nbo_charge": [-0.06, 0.20, -0.24, -0.24, -0.67, -0.02, 0.21, 0.23, 0.20, 0.40],
  "total_charge": 0,
  "de_lowest_kcal_mol": 92.5,
  "orbital_gap_ev": 9.36
}


{
  "formula": "C35H52B2F8N9O7S5Y",
  "method": "ωB97M-V/def2-TZVPD",
  "species": ["Y", "C", "C", "C", "C", "N", "N", "B", "N", "N", "C", "C", "C", "C", "C", "S", "C", "C", "C", "C", "N", "N", "C", "C", "C", "C", "C", "S", "C", "C", "C", "C", "C", "S", "C", "C", "C", "C", "H", "H", "H", "H", "H", "H", "H", "H", "H", "H", "H", "H", "H", "H", "H", "H", "H", "H", "H", "H", "H", "H", "H", "H", "H", "H", "H", "H", "H", "H", "H", "H", "H", "H", "H", "H", "H", "H", "H", "F", "C", "F", "F", "S", "O", "O", "N", "S", "O", "O", "C", "F", "F", "F", "O", "C", "O", "H", "F", "B", "F", "C", "N", "C", "C", "O", "N", "C", "C", "H", "H", "H", "H", "H", "H", "H", "H", "H", "H", "H", "H"],
  "positions_angstrom": [[0.3999, -0.5348, 0.4358], [3.7493, -3.0401, 3.3442], [2.3015, -3.2813, 3.0879], [1.7507, -4.5331, 2.9503], [0.3751, -4.6373, 2.6588], [-0.3858, -3.5800, 2.5935], [0.1175, -2.3663, 2.7048], [-0.7938, -1.1919, 2.3235], [-2.2628, -1.7238, 2.2473], [-2.6752, -2.2594, 3.3776], [-3.8833, -2.7230, 3.5232], [-4.8199, -2.6223, 2.4669], [-4.4217, -2.0605, 1.2882], [-5.3321, -1.8619, 0.1306], [-3.0646, -1.6167, 1.1632], [-2.5109, -0.9324, -0.2677], [-4.1993, -3.2736, 4.9036], [-4.2587, -2.0687, 5.8513], [-5.5243, -4.0355, 4.9596], [-3.0579, -4.1978, 5.3410], [-0.8057, -0.1777, 3.4680], [-0.2369, -0.6149, 4.5715], [0.0066, 0.1748, 5.5945], [-0.2662, 1.5394, 5.5170], [-0.9103, 2.0210, 4.3726], [-1.2499, 3.4606, 4.1941], [-1.2202, 1.1068, 3.3737], [-2.1410, 1.5805, 1.9235], [0.5421, -0.5735, 6.8018], [1.8360, -1.2827, 6.3922], [-0.5070, -1.6293, 7.1827], [0.8144, 0.3352, 7.9976], [1.4597, -2.1643, 2.9044], [2.0897, -0.5860, 2.8404], [-0.3131, -5.9688, 2.4335], [-0.4048, -6.6938, 3.7832], [0.4838, -6.8019, 1.4211], [-1.7153, -5.7175, 1.8754], [4.3067, -3.9706, 3.3964], [3.8786, -2.4765, 4.2659], [4.1409, -2.4174, 2.5424], [2.3593, -5.4168, 3.0563], [-5.8330, -2.9685, 2.5930], [-6.3194, -2.2747, 0.3256], [-4.8940, -2.3248, -0.7521], [-5.4048, -0.7944, -0.0806], [-5.0446, -1.3805, 5.5482], [-3.3095, -1.5426, 5.8247], [-4.4570, -2.3993, 6.8682], [-6.3713, -3.3747, 4.7929], [-5.6390, -4.4797, 5.9458], [-5.5512, -4.8371, 4.2255], [-2.1087, -3.7304, 5.1002], [-3.1248, -5.1499, 4.8214], [-3.1038, -4.3864, 6.4108], [-0.0007, 2.2223, 6.3059], [-1.1621, 4.0036, 5.1289], [-2.2528, 3.5641, 3.7873], [-0.5708, 3.9080, 3.4688], [1.6373, -1.9600, 5.5689], [2.2358, -1.8467, 7.2313], [2.5794, -0.5622, 6.0633], [-0.7451, -2.2389, 6.3165], [-1.4203, -1.1575, 7.5380], [-0.1273, -2.2752, 7.9709], [1.5942, 1.0563, 7.7675], [1.1517, -0.2695, 8.8373], [-0.0841, 0.8648, 8.3046], [0.5855, -6.8868, 4.1915], [-0.9210, -7.6432, 3.6662], [-0.9558, -6.0813, 4.4935], [1.4743, -7.0555, 1.7928], [0.5874, -6.2456, 0.4917], [-0.0472, -7.7278, 1.2138], [-2.2996, -5.1345, 2.5792], [-2.2162, -6.6620, 1.6799], [-1.6401, -5.1512, 0.9517], [4.4075, 1.8209, -2.3123], [3.1456, 2.2031, -2.5579], [3.0542, 2.4505, -3.8616], [2.9363, 3.3427, -1.9013], [1.9133, 0.8618, -2.0500], [1.8937, 0.9436, -0.6093], [2.4688, -0.2801, -2.6810], [0.6256, 1.5181, -2.6895], [-0.5035, 2.2425, -1.9230], [-0.7635, 1.7561, -0.5080], [-0.5232, 3.6474, -2.0852], [-2.0362, 1.6166, -2.8214], [-2.0756, 0.3025, -2.9150], [-3.1374, 2.0445, -2.2089], [-2.0315, 2.1202, -4.0542], [0.0861, -0.8834, -1.7422], [-0.0348, -2.1275, -1.6017], [-0.0311, -2.7085, -0.5066], [-0.1714, -2.7330, -2.5204], [-0.8750, 3.7869, 0.7860], [-0.7481, 2.4627, 0.9171], [0.4842, 2.1042, 1.4708], [4.7157, -0.1040, 0.5335], [4.7481, -1.3540, -0.1966], [5.8084, -1.4399, -1.1794], [3.6338, -2.1313, -0.2705], [2.5083, -1.7359, 0.0676], [3.8340, -3.4175, -0.7049], [2.6572, -4.1846, -1.0548], [4.9393, -4.2180, -0.2203], [5.6399, -0.0188, 1.1083], [3.8688, -0.1048, 1.2167], [4.6347, 0.7597, -0.1293], [5.8413, -0.5083, -1.7501], [5.6218, -2.2590, -1.8687], [6.7775, -1.5813, -0.6910], [2.0918, -3.6445, -1.8107], [1.9993, -4.3586, -0.1984], [2.9799, -5.1390, -1.4646], [5.7040, -3.5899, 0.2264], [5.3745, -4.7917, -1.0420], [4.5788, -4.9221, 0.5391]],
  "forces_ev_per_a": [[1.2, 0.0, -0.7], [-0.1, -0.1, -0.1], [-0.2, -0.7, 0.0], [-0.1, 0.6, 0.0], [0.3, 0.0, 0.1], [-0.4, -0.3, -0.3], [1.2, -0.1, 0.0], [-2.0, -0.6, 1.8], [-0.3, 0.2, -0.7], [-0.2, -0.2, 0.9], [0.0, 0.0, -0.3], [0.4, 0.2, -0.3], [-0.1, -0.2, 0.4], [0.0, -0.1, 0.0], [0.2, 0.1, -0.1], [0.2, 0.0, 0.0], [0.0, 0.0, 0.3], [0.0, -0.1, -0.1], [0.2, 0.2, -0.1], [-0.1, 0.1, -0.1], [0.1, 0.7, 0.9], [-0.3, -0.4, 0.1], [-0.2, 0.6, 0.1], [-0.3, -0.1, -0.6], [0.3, -0.3, 0.6], [0.0, 0.1, 0.0], [-0.1, 0.0, -0.7], [0.1, -0.4, 0.2], [0.1, -0.2, 0.2], [-0.1, 0.1, 0.1], [0.1, 0.1, 0.0], [-0.1, -0.1, -0.3], [-0.5, 0.2, -0.3], [0.0, 0.5, 0.1], [-0.1, -0.1, 0.0], [0.0, 0.1, -0.2], [-0.1, 0.2, 0.2], [0.2, -0.1, 0.1], [0.0, -0.1, 0.0], [0.1, 0.1, 0.1], [0.2, 0.1, 0.0], [0.1, -0.1, 0.0], [-0.1, 0.0, 0.0], [0.0, 0.0, 0.0], [-0.1, 0.0, -0.1], [-0.1, 0.0, -0.1], [-0.1, 0.1, 0.0], [0.1, 0.1, 0.1], [0.0, 0.0, 0.2], [-0.2, 0.1, 0.0], [0.0, 0.0, 0.1], [0.0, -0.1, -0.1], [0.2, 0.0, 0.0], [0.0, -0.2, -0.1], [-0.1, 0.0, 0.2], [0.0, 0.0, 0.2], [0.0, 0.1, 0.1], [0.0, 0.1, 0.1], [0.0, 0.1, -0.1], [0.0, -0.2, -0.1], [0.0, -0.1, 0.1], [0.2, 0.1, -0.1], [-0.1, -0.1, -0.1], [-0.2, 0.1, 0.0], [0.1, 0.0, 0.1], [0.1, 0.2, 0.0], [0.0, 0.0, 0.1], [-0.1, 0.1, 0.1], [0.1, -0.1, 0.1], [-0.1, -0.2, 0.0], [0.0, 0.0, 0.1], [0.1, 0.0, 0.0], [0.0, 0.0, -0.1], [0.0, -0.1, 0.0], [-0.2, 0.1, 0.0], [-0.1, -0.2, 0.0], [-0.1, 0.1, -0.2], [-0.2, -0.2, 0.1], [0.1, 0.1, 0.1], [-0.2, -0.2, 0.0], [-0.2, -0.2, 0.1], [1.7, 1.8, -1.2], [0.1, 0.2, 0.5], [-0.2, -0.2, -0.4], [-0.2, -0.3, 0.4], [-0.7, 0.0, -1.0], [0.3, -0.4, -0.3], [0.0, 0.4, 0.2], [-0.3, -0.1, -0.3], [0.2, 0.1, 0.1], [0.4, 0.1, 0.3], [0.3, 0.2, 0.1], [-0.2, -0.1, -0.4], [-0.3, -1.1, -1.0], [0.1, 0.1, 0.6], [0.0, 0.1, 0.1], [-0.2, 0.5, -0.3], [0.5, -0.1, 0.7], [-0.1, -0.3, -0.3], [-0.1, 0.1, 0.2], [-0.2, 0.1, -0.1], [0.2, -0.1, 0.0], [0.0, -0.1, 0.2], [0.0, 0.0, -0.3], [-0.1, 0.1, 0.0], [-0.2, 0.1, 0.0], [0.1, 0.0, 0.0], [0.0, 0.1, 0.0], [0.2, 0.0, -0.1], [0.0, -0.1, -0.1], [0.0, 0.0, 0.0], [0.1, 0.0, 0.0], [0.0, 0.0, -0.1], [0.0, -0.1, 0.0], [0.0, 0.0, 0.0], [0.0, 0.0, -0.1], [0.0, 0.0, 0.0], [0.1, 0.0, 0.1], [0.1, 0.0, 0.0]],
  "lowdin_charge": [1.40, -0.06, -0.25, 0.06, -0.21, 0.18, 0.00, -0.74, 0.00, 0.16, -0.21, 0.07, -0.24, -0.08, -0.60, 0.81, -0.54, -0.04, -0.05, -0.05, -0.01, 0.13, -0.21, 0.09, -0.22, -0.04, -0.43, 1.06, -0.53, -0.05, -0.04, -0.05, -0.61, 0.79, -0.54, -0.03, -0.04, -0.04, 0.08, 0.08, 0.06, 0.12, 0.11, 0.08, 0.07, 0.08, 0.09, 0.06, 0.09, 0.08, 0.09, 0.09, 0.06, 0.07, 0.09, 0.12, 0.08, 0.08, 0.09, 0.06, 0.09, 0.08, 0.06, 0.08, 0.09, 0.09, 0.09, 0.08, 0.08, 0.09, 0.07, 0.07, 0.08, 0.09, 0.06, 0.09, 0.09, 0.12, -0.64, 0.15, 0.15, 0.64, -0.36, -0.22, -0.25, 0.76, -0.25, -0.19, -0.66, 0.13, 0.16, 0.15, -0.26, -0.56, -0.11, 0.16, 0.18, -1.23, 0.08, -0.05, -0.12, -0.04, -0.47, -0.07, -0.13, -0.03, -0.05, 0.10, 0.00, 0.08, 0.09, 0.09, 0.09, 0.09, 0.08, 0.09, 0.08, 0.09, 0.09],
  "total_charge": 0,
  "de_lowest_kcal_mol": 74.3,
  "orbital_gap_ev": 6.17
}